Record 1
The following is a DFT calculation (ωB97M-V/def2-TZVPD) of a single C6H13NOS molecule in a non-equilibrium geometry.

Properties
LUMO energy (spin up / spin down) in hartree: -0.0343 / -0.0343
SMILES: CC(C)[C@H](C)C=S(=N)=O
Kohn-Sham gap (spin up / spin down) in eV: 8.1 / 8.1
2S+1: 1

Last column: natural (NBO) charge in e.
CARTESIAN COORDINATES (ANGSTROEM)
C: -0.80191 -0.10988 -1.61697  -0.6294
C: -1.30712 -0.00771 -0.17653  -0.1831
C: -2.07455 -1.35438 0.18411  -0.5933
C: -0.22345 0.27407 0.81952  -0.2899
C: 0.14763 1.75700 0.54028  -0.5812
C: 0.93876 -0.63025 0.67416  -0.5201
S: 2.47671 0.05057 0.06592  1.8122
N: 3.89605 -0.52313 0.12336  -1.0070
O: 2.35972 0.76991 -1.16935  -0.8869
H: -1.21135 -0.98257 -2.00807  0.2110
H: -1.16565 0.79785 -2.12498  0.2102
H: 0.29699 -0.05136 -1.46955  0.2278
H: -2.05562 0.79944 -0.21108  0.1951
H: -1.30395 -2.06476 0.24267  0.1995
H: -2.72919 -1.50791 -0.69886  0.1999
H: -2.62067 -1.23544 1.03060  0.1996
H: -0.54803 0.30387 1.91308  0.2148
H: -0.76361 2.26527 0.48390  0.2069
H: 0.74848 2.01511 1.35960  0.2016
H: 0.58785 1.74138 -0.35239  0.2201
H: 1.20396 -1.15251 1.61224  0.2215
H: 4.14897 -1.15457 0.77834  0.3708

Cartesian forces, eV/Å:
1.2 2.5 1.8
-2.7 -1.8 0.1
1.1 2.5 -3.8
-0.5 2.0 1.0
-1.5 -2.2 2.7
3.3 0.4 0.9
-0.1 -2.3 -0.4
-2.2 2.4 -2.1
-0.5 1.0 -0.2
-0.1 -1.4 -1.3
0.4 -0.6 -0.3
-0.7 -0.5 -1.4
0.2 -0.2 0.7
0.7 -1.5 0.2
0.2 -0.5 0.8
-1.6 0.0 2.6
0.0 -0.6 -1.4
-1.2 1.2 0.2
1.1 1.1 0.8
2.0 0.8 -3.4
0.0 -0.1 -0.6
0.7 -2.4 3.0

---

Record 2
The following is a DFT calculation (ωB97M-V/def2-TZVPD) of 3 unconnected molecules or ions with the total composition C6H13NOSi in a non-equilibrium geometry.

Properties
LUMO energy in hartree: 0.0259
SMILES: C[Si](C)(C)N=C=O.[H][H].C#C
Kohn-Sham gap in eV: 10.8
2S+1: 1

Last column: natural (NBO) charge in e.
CARTESIAN COORDINATES (ANGSTROEM)
C: -0.46901 0.39169 2.11354  -1.0754
Si: 0.15438 1.03645 0.40929  1.7145
C: -0.03453 2.98503 0.27482  -1.1050
C: -0.92004 -0.01064 -0.83554  -1.0872
N: 1.85093 0.60114 0.03344  -0.9318
C: 3.00641 0.89427 -0.01555  0.8724
O: 4.12068 1.08926 -0.26943  -0.5260
H: 0.24599 0.42340 2.81058  0.2294
H: -1.30332 0.94532 2.41381  0.2329
H: -0.73653 -0.64061 2.12953  0.2381
H: -1.03495 3.18301 -0.21289  0.2446
H: 0.06831 3.42367 1.31980  0.2458
H: 0.79796 3.37491 -0.42178  0.2476
H: -0.96241 -0.97470 -0.49712  0.2315
H: -1.96393 0.51842 -0.91068  0.2332
H: -0.54176 -0.05620 -1.93132  0.2379
H: -0.16194 -3.28934 -3.39478  -0.0036
H: -0.22973 -3.70340 -2.85248  0.0037
C: 1.46116 -2.73194 1.03733  -0.2440
C: 1.59834 -2.25463 -0.05148  -0.2174
H: 1.21795 -2.90578 2.04420  0.2285
H: 1.89030 -2.04994 -1.02974  0.2302

Cartesian forces, eV/Å:
-0.4 -0.2 -3.5
-0.4 -0.5 -0.6
0.7 -0.8 -0.4
-0.2 4.5 -2.4
-1.6 0.5 1.1
-0.7 -0.3 -1.0
1.2 0.3 0.4
2.9 0.7 2.9
-1.3 1.0 0.5
-0.4 -0.9 -0.6
1.1 0.1 0.8
-0.3 -0.3 -1.5
-1.3 -0.4 1.2
-0.5 -2.5 1.0
1.7 -1.3 0.3
-0.4 0.3 1.8
0.2 1.5 -2.0
-0.2 -1.5 2.0
-0.4 0.6 -0.1
0.3 -1.0 0.5
0.0 -0.4 0.5
0.1 0.5 -0.9

---

Record 3
The following is a DFT calculation (ωB97M-V/def2-TZVPD) of a single C6H13NOSi molecule in a non-equilibrium geometry.

Properties
LUMO energy in hartree: 0.0338
SMILES: C/C=C/N[Si@H]1CCCO1
Kohn-Sham gap in eV: 8.8
2S+1: 1

Last column: natural (NBO) charge in e.
CARTESIAN COORDINATES (ANGSTROEM)
C: 2.97213 -0.24060 2.01512  -0.6367
C: 1.53632 -0.18092 1.48379  -0.2970
C: 0.68915 -1.26499 1.40761  0.0198
N: -0.60670 -1.16380 1.01240  -1.0528
Si: -1.40458 0.13861 0.33310  1.8020
C: -0.34437 1.21807 -0.85540  -0.8853
C: -0.75461 0.60507 -2.27282  -0.4175
C: -2.22397 0.08215 -2.07277  -0.0587
O: -2.38969 -0.48441 -0.82132  -0.8836
H: 3.66406 -0.30580 1.17536  0.2096
H: 3.21754 -1.18228 2.47737  0.2081
H: 3.19863 0.52535 2.74089  0.2152
H: 1.14528 0.77848 1.27802  0.1850
H: 1.06532 -2.29371 1.54075  0.1917
H: -1.13063 -1.96825 1.24420  0.4096
H: -2.21215 0.96645 1.20203  -0.2351
H: 0.73132 1.15183 -0.70239  0.2436
H: -0.61556 2.31605 -0.83340  0.2327
H: -0.20786 -0.43331 -2.42274  0.2026
H: -0.69087 1.31963 -3.02606  0.2158
H: -2.93315 0.97311 -2.04952  0.1426
H: -2.70560 -0.55673 -2.85422  0.1887

Cartesian forces, eV/Å:
-0.7 -0.9 -1.2
-0.1 -2.9 1.3
3.2 1.7 0.2
-0.2 -0.6 0.4
0.2 1.7 -1.8
-0.6 0.1 -0.7
-0.5 -3.9 2.9
-1.7 2.6 -1.2
-0.2 -1.3 0.7
0.3 0.9 -0.1
-0.5 -0.6 0.6
0.1 0.4 -0.2
-0.3 0.9 -0.1
-0.2 0.6 0.3
-0.7 -0.8 0.0
-0.2 0.1 0.7
-0.1 0.0 -0.1
0.1 -1.2 0.1
-0.3 2.5 -0.1
0.4 0.8 -1.6
0.8 -0.4 -0.5
1.1 0.1 0.5

---

Record 4
The following is a DFT calculation (ωB97M-V/def2-TZVPD) of a single C6H13NS molecule in a non-equilibrium geometry.

Properties
LUMO energy in hartree: 0.0280
SMILES: CC(C)(C)C/C=N\S
Kohn-Sham gap in eV: 9.2
2S+1: 1

Last column: natural (NBO) charge in e.
CARTESIAN COORDINATES (ANGSTROEM)
C: 0.27111 -1.67758 -1.21980  -0.6184
C: -0.24508 -0.72104 -0.06853  -0.0381
C: -1.48644 -1.35090 0.51940  -0.6025
C: 0.93109 -0.74254 0.90022  -0.6090
C: -0.67291 0.73346 -0.58794  -0.4661
C: -0.19654 1.97334 0.28178  0.1187
N: 0.68960 2.94100 0.38252  -0.6415
S: 2.01010 3.37592 -0.39377  0.2651
H: 1.25476 -1.50669 -1.57370  0.2075
H: -0.21109 -1.74833 -2.23250  0.2181
H: 0.37232 -2.73591 -0.71662  0.2066
H: -1.70325 -0.93730 1.42814  0.2041
H: -2.23827 -1.11152 -0.21672  0.2044
H: -1.42309 -2.43815 0.72462  0.2088
H: 1.78055 -0.45603 0.35715  0.2115
H: 0.97020 -1.78901 1.37559  0.2143
H: 0.80628 -0.02178 1.82324  0.2119
H: -1.74579 0.81059 -0.55620  0.2209
H: -0.40844 0.84693 -1.69465  0.2184
H: -0.88212 1.95323 1.20277  0.1557
H: 2.12701 4.60232 0.26498  0.1095

Cartesian forces, eV/Å:
-0.8 -1.9 0.4
0.7 -0.2 -1.2
0.6 -1.4 -1.8
-1.9 0.1 3.3
2.5 0.8 -1.3
0.1 0.5 1.7
-3.9 -3.2 1.0
1.5 1.4 -1.0
1.4 0.8 0.3
-0.7 0.0 1.3
-0.5 1.8 -1.2
-0.9 1.5 2.4
-0.8 -0.5 0.2
0.1 0.5 -0.5
1.6 0.1 -0.3
0.4 1.5 -0.9
0.1 -1.2 -1.8
-0.4 0.1 0.1
0.0 -0.1 1.4
0.8 0.5 -1.2
0.1 -1.1 -0.6

---

Record 5
The following is a DFT calculation (ωB97M-V/def2-TZVPD) of 2 unconnected molecules or ions with the total composition C6H13NS3.

Properties
LUMO energy in hartree: 0.0225
SMILES: C[C@H](S)/C=N\S.C[C@H]1CS1
Kohn-Sham gap in eV: 9.2
2S+1: 1

Last column: natural (NBO) charge in e.
CARTESIAN COORDINATES (ANGSTROEM)
C: 3.74939 1.13521 0.53528  -0.6164
C: 3.89125 -0.39102 0.49869  -0.3903
S: 4.25792 -0.89986 -1.22505  -0.0334
C: 2.70393 -1.09078 1.13584  0.0839
N: 1.48060 -1.17643 0.80069  -0.5470
S: 0.74464 -0.54590 -0.58040  0.2006
H: 4.63885 1.61221 0.11085  0.2225
H: 2.87305 1.47851 -0.02125  0.2188
H: 3.64373 1.46959 1.57076  0.2245
H: 4.76594 -0.66082 1.09729  0.2239
H: 4.12783 -2.22259 -1.04123  0.1341
H: 2.93312 -1.57802 2.08374  0.1851
H: 1.78259 -0.10195 -1.31864  0.0947
C: -3.15362 0.63933 -1.04105  -0.6189
C: -3.96424 0.09492 0.10929  -0.2907
C: -5.44344 0.18524 0.08460  -0.4891
S: -4.80856 -1.49850 -0.09496  0.0842
H: -3.67366 0.47452 -1.98962  0.2147
H: -2.99332 1.71630 -0.91064  0.2104
H: -2.17534 0.15247 -1.09803  0.2240
H: -3.50284 0.20676 1.08831  0.2227
H: -5.90810 0.60714 -0.80593  0.2186
H: -5.96972 0.39366 1.01147  0.2231

Cartesian forces, eV/Å:
0.0 0.1 -0.1
0.0 0.0 0.1
0.0 0.0 0.1
-0.2 0.0 -0.1
0.3 0.2 -0.2
0.2 -0.1 0.2
-0.1 -0.1 0.1
0.1 -0.1 0.1
0.0 0.0 -0.1
-0.1 0.0 -0.1
0.0 0.0 0.0
0.0 0.0 0.0
0.0 0.0 0.0
0.0 0.0 -0.1
0.0 0.1 0.0
-0.1 0.2 0.0
0.0 0.0 0.0
0.0 0.0 0.1
0.0 -0.1 0.0
-0.2 0.1 0.0
-0.1 0.0 -0.1
0.1 -0.1 0.2
0.1 0.0 -0.1

---

Record 6
The following is a DFT calculation (ωB97M-V/def2-TZVPD) of 2 unconnected molecules or ions with the total composition C6H13NSi in a non-equilibrium geometry.

Properties
LUMO energy (spin up / spin down) in hartree: 0.0099 / 0.0099
SMILES: CC[Si](C)=C=N.C=C
Kohn-Sham gap (spin up / spin down) in eV: 7.3 / 7.3
2S+1: 1

Last column: natural (NBO) charge in e.
CARTESIAN COORDINATES (ANGSTROEM)
C: -3.13043 -1.43008 0.75839  -0.5985
C: -1.61729 -1.23779 0.78536  -0.8336
Si: -1.08341 0.28235 -0.22969  1.0542
C: -0.87765 -0.15213 -2.06601  -1.0818
C: -1.95424 1.81575 0.09982  -0.0928
N: -2.03831 2.97735 0.46893  -0.6212
H: -3.62553 -0.57378 1.20894  0.2089
H: -3.49505 -1.53262 -0.26161  0.2014
H: -3.41684 -2.32286 1.31183  0.2021
H: -1.13023 -2.13346 0.39241  0.2308
H: -1.29309 -1.13583 1.82303  0.2316
H: -0.01955 -0.80216 -2.21911  0.2399
H: -1.75618 -0.66417 -2.45460  0.2341
H: -0.72274 0.74238 -2.66269  0.2450
H: -1.27272 3.53408 0.83925  0.3807
C: 4.99723 0.33890 -0.12390  -0.3828
C: 4.14914 0.53964 0.86234  -0.3815
H: 4.75840 -0.29773 -0.96061  0.1902
H: 5.97055 0.80187 -0.14880  0.1910
H: 3.17706 0.07245 0.87658  0.1909
H: 4.38090 1.17786 1.70014  0.1913

Cartesian forces, eV/Å:
-0.1 -0.1 0.1
-0.2 0.5 0.0
0.3 -0.3 -0.1
-0.4 0.2 0.3
1.2 0.3 0.4
-1.0 -0.3 -0.4
-0.1 0.0 0.0
-0.1 0.0 -0.1
-0.1 -0.1 0.0
0.2 0.1 -0.1
0.1 0.1 -0.1
0.1 -0.1 0.1
-0.1 -0.1 -0.1
0.0 0.1 0.0
0.2 -0.3 -0.1
0.2 0.0 -0.2
-0.2 0.0 0.2
-0.1 -0.1 -0.1
0.1 0.1 0.1
-0.2 -0.1 0.0
0.1 0.1 0.1

---

So what do the calculations give for DFT total energy? Going down the list: -764.40718; -655.82717; -655.91298; -689.25185; -1485.66695; -580.54178 hartree.
So what do the calculations give for ΔE to the lowest compared entry with this formula, charge and spin? Going down the list: 551.7; 398.5; 173.2; 268.1; 71.9; 227.1 kJ/mol.